[1]
The following is a DFT calculation (wB97M-V/def2-TZVPD) of the ion CH6NO with charge +1 at a distorted geometry.

```
9
Properties=species:S:1:pos:R:3
C 0.359 0.534 -0.012
N -0.513 -0.645 0.565
O 0.087 0.733 -1.319
H -0.007 1.437 0.399
H 1.507 0.409 0.187
H -0.542 -0.762 1.517
H -1.554 -0.539 0.393
H -0.075 -1.558 0.280
H 0.738 0.391 -2.011
```

SMILES: [NH3+]CO
Kohn-Sham gap in eV: 12.80
Total charge: +1
2S+1: 1
Energy relative to the best compared isomer or geometry (same formula, charge and spin) in kcal/mol: 17.3

=====

[2]
The following is a DFT calculation (wB97M-V/def2-TZVPD) of the ion C3H7N2O2S with charge +1 at a distorted geometry.

```
15
Properties=species:S:1:pos:R:3
C -0.848 0.472 -0.039
C 0.897 -0.034 -1.475
C 1.597 -0.325 1.043
N -0.158 0.716 -1.133
N -2.020 0.902 0.424
O -0.819 -0.862 2.087
O -0.244 -2.228 0.111
S -0.100 -1.032 0.879
H 1.836 0.446 -1.778
H 0.866 -1.146 -1.388
H 2.433 -1.015 0.782
H 1.709 0.726 1.048
H -0.203 1.363 -1.873
H -2.584 1.711 0.157
H -2.362 0.308 1.155
```

SMILES: C=[NH+]C(=[NH2+])[S@@](=C)(=O)[O-]
Kohn-Sham gap (alpha / beta) in eV: 7.77 / 8.79
Total charge: +1
2S+1: 1
Energy relative to the best compared isomer or geometry (same formula, charge and spin) in kcal/mol: 102.9

=====

[3]
The following is a DFT calculation (wB97M-V/def2-TZVPD) of an isolated molecule of C6H4S2 at a distorted geometry.

```
12
Properties=species:S:1:pos:R:3
C 2.084 -0.447 0.084
C 0.847 -0.050 -0.140
C 0.383 1.391 -0.647
C -0.227 -0.882 0.190
C -1.528 -0.261 0.533
C -2.706 0.073 0.710
H 2.981 0.213 0.197
H 2.151 -1.658 0.380
H 1.038 2.323 -0.400
H -3.869 0.190 0.873
S -0.677 1.624 -1.827
S -0.476 -2.518 0.048
```

SMILES: C#CC(=S)C(=C)C=S
Kohn-Sham gap in eV: 7.39
Total charge: 0
2S+1: 1
Energy relative to the best compared isomer or geometry (same formula, charge and spin) in kcal/mol: 40.2